{"formula": "C10H12BaClNP", "method": "wB97M-V/def2-TZVPD", "symbols": ["C", "C", "C", "C", "C", "Ba", "P", "H", "H", "H", "H", "H", "H", "H", "H", "Cl", "C", "C", "C", "C", "N", "C", "H", "H", "H", "H"], "coordinates": [[-1.498, -1.541, -0.585], [-2.302, -1.307, -1.640], [-2.524, -0.089, -2.378], [-2.088, 1.285, -2.305], [-1.271, 1.883, -1.381], [0.182, 0.292, 0.024], [1.333, -2.114, 1.566], [-1.497, -2.546, -0.112], [-2.918, -2.137, -2.058], [-3.218, -0.293, -3.204], [-0.864, 2.919, -1.341], [-2.565, 1.824, -3.175], [2.736, -2.275, 1.299], [0.845, -3.456, 1.472], [1.359, -1.886, 2.985], [5.012, 1.867, 3.561], [3.886, 2.434, 2.383], [3.895, 3.737, 1.886], [2.976, 4.189, 0.925], [2.033, 3.225, 0.485], [2.047, 1.984, 0.971], [2.917, 1.547, 1.895], [4.669, 4.418, 2.287], [2.936, 5.196, 0.503], [1.246, 3.404, -0.256], [2.800, 0.498, 2.198]], "mulliken_charge": [-0.699, 0.003, -0.449, 0.279, -1.108, -0.628, 0.058, 0.185, 0.123, 0.182, 0.230, 0.112, 0.089, 0.062, 0.073, 0.073, -1.520, 0.318, -1.141, 0.608, -0.563, 0.965, 0.467, 0.327, 0.257, 0.696], "charge": -1, "e_tot_ha": -1269.77836, "e_homo_ev": [-2.91, 0.01], "gap_ev": [5.39, 2.40]}

{"formula": "C10H12BrN2O", "method": "wB97M-V/def2-TZVPD", "symbols": ["C", "C", "C", "C", "C", "C", "C", "C", "C", "C", "N", "N", "O", "Br", "H", "H", "H", "H", "H", "H", "H", "H", "H", "H", "H", "H"], "coordinates": [[1.754, -2.110, -2.026], [1.614, -1.074, -1.443], [-1.992, -2.151, 1.057], [-0.787, -1.617, 0.909], [-3.140, -1.408, 0.722], [-0.543, -0.507, 0.097], [-2.957, -0.154, 0.143], [2.296, 0.644, 0.218], [1.490, 1.566, 1.168], [1.441, 0.232, -0.972], [-1.704, 0.153, -0.229], [0.900, 1.232, -1.743], [0.928, 2.719, 0.511], [-4.431, 0.884, -0.404], [1.618, -2.881, -2.726], [-2.084, -3.120, 1.650], [0.125, -2.013, 1.331], [-4.038, -1.789, 1.012], [2.695, -0.202, 0.643], [3.141, 1.240, -0.104], [0.767, 0.996, 1.688], [2.279, 1.841, 1.974], [0.161, 0.921, -2.261], [0.969, 2.187, -1.544], [-1.607, 0.911, -0.808], [1.104, 3.503, 1.139]], "mulliken_charge": [0.140, -0.993, -0.356, -0.613, -0.337, 0.098, 0.109, -1.017, -0.401, 1.121, 0.037, -0.372, -0.554, -0.075, 0.452, 0.334, 0.383, 0.498, 0.489, 0.412, 0.300, 0.395, 0.243, 0.219, 0.145, 0.343], "charge": 1, "e_tot_ha": -3146.60168, "e_homo_ev": [-12.59, -12.59], "gap_ev": [8.84, 8.84], "e_above_lowest_ev": 3.685}

{"formula": "C10H12BrNSi", "method": "wB97M-V/def2-TZVPD", "symbols": ["C", "C", "C", "C", "C", "C", "C", "C", "C", "C", "N", "Si", "Br", "H", "H", "H", "H", "H", "H", "H", "H", "H", "H", "H", "H"], "coordinates": [[0.284, -2.430, 1.878], [0.010, -1.305, 1.531], [-0.589, -0.192, 0.913], [-1.609, -0.385, -0.078], [-0.083, 1.114, 1.260], [-2.203, 0.831, -0.490], [-1.581, 2.074, -0.233], [-2.092, -1.692, -0.632], [1.046, 1.329, 2.201], [1.240, 0.388, -1.614], [-0.588, 2.177, 0.645], [0.137, 1.790, -2.319], [-2.430, 3.614, -0.725], [0.860, -3.236, 2.371], [-3.030, 0.730, -1.133], [-2.999, -2.049, -0.150], [-1.163, -2.295, -0.570], [-2.397, -1.560, -1.637], [1.501, 2.353, 2.038], [1.795, 0.593, 2.155], [0.639, 1.260, 3.164], [1.529, 0.170, -0.582], [0.676, -0.508, -2.045], [2.267, 0.337, -2.215], [0.596, 2.938, -1.642]], "mulliken_charge": [0.103, -1.569, 1.237, 1.023, 0.471, -0.690, -0.216, -1.558, -1.465, -0.821, -0.420, 0.101, -0.073, 0.412, 0.431, 0.333, 0.380, 0.453, 0.319, 0.436, 0.395, 0.268, 0.174, 0.364, -0.086], "e_tot_ha": -3306.33866, "e_homo_ev": -7.71, "gap_ev": 7.27, "e_above_lowest_ev": 0.197}

{"formula": "C10H12ClMnNO3", "method": "wB97M-V/def2-TZVPD", "symbols": ["Cl", "C", "C", "C", "H", "C", "C", "H", "H", "H", "C", "Mn", "C", "O", "C", "O", "H", "H", "H", "C", "C", "N", "O", "H", "H", "H", "H", "H"], "coordinates": [[-1.660, 2.510, -1.742], [-0.901, -1.746, -0.901], [0.536, -1.908, -0.709], [1.217, -0.992, -1.602], [1.010, -2.645, -0.067], [0.206, -0.246, -2.360], [-1.105, -0.726, -1.913], [-2.027, -0.262, -2.194], [-1.660, -2.331, -0.391], [2.275, -0.805, -1.642], [0.466, 0.825, -3.341], [-0.012, 0.052, -0.340], [1.363, 0.912, 0.357], [2.168, 1.240, 1.162], [-1.351, 1.416, -0.036], [-2.114, 1.774, 0.812], [1.410, 1.337, -3.140], [-0.283, 1.627, -3.241], [0.499, 0.460, -4.375], [0.758, -0.724, 4.167], [-0.281, -0.157, 3.285], [-1.219, 0.547, 3.920], [-0.351, -0.304, 2.033], [0.535, -0.597, 5.243], [1.729, -0.318, 3.878], [0.829, -1.774, 3.944], [-1.918, 1.002, 3.369], [-1.274, 0.615, 4.922]], "mulliken_charge": [-0.243, 0.100, -0.116, -0.947, 0.558, 1.112, -0.925, 0.588, 0.539, 0.609, -1.178, 0.354, 0.429, -0.133, 0.529, -0.290, 0.366, 0.219, 0.346, -0.955, 0.629, -0.312, -0.619, 0.366, 0.248, 0.308, 0.202, 0.218], "s_squared": 4.06, "charge": 2, "e_tot_ha": -2279.15363, "e_homo_ev": [-17.16, -17.29], "gap_ev": [5.95, 5.94], "spin_multiplicity": 4, "e_above_lowest_ev": 0.000}

{"formula": "C10H12ClN2O4P", "method": "wB97M-V/def2-TZVPD", "symbols": ["O", "P", "O", "O", "C", "C", "C", "C", "N", "C", "C", "N", "C", "C", "Cl", "H", "H", "H", "H", "H", "H", "C", "C", "O", "H", "H", "H", "H", "H", "H"], "coordinates": [[3.059, 2.038, 2.768], [2.848, 2.421, 1.325], [3.238, 4.039, 1.201], [3.940, 1.547, 0.436], [1.070, 2.084, 0.948], [0.063, 2.976, 1.672], [-1.346, 2.755, 1.470], [-1.920, 1.680, 0.570], [-3.307, 1.587, 0.521], [-3.656, 0.575, -0.316], [-2.731, -0.288, -1.106], [-1.382, -0.175, -1.043], [-0.962, 0.830, -0.159], [0.549, 1.066, 0.060], [1.683, 0.001, -0.854], [4.033, 4.155, 1.766], [3.811, 0.617, 0.727], [0.439, 3.779, 2.347], [-2.058, 3.411, 2.042], [-4.758, 0.368, -0.421], [-3.178, -1.069, -1.777], [-0.598, -3.524, -1.893], [0.211, -4.302, -0.878], [1.600, -4.104, -1.110], [-0.353, -3.843, -2.908], [-1.669, -3.667, -1.727], [-0.371, -2.457, -1.823], [0.002, -5.370, -0.954], [-0.025, -3.976, 0.141], [1.767, -3.155, -1.028]], "mulliken_charge": [-0.668, 0.952, -0.534, -0.491, 0.151, -0.586, -0.515, 0.534, -0.581, -0.202, -0.180, -0.400, 0.053, 0.523, -0.180, 0.356, 0.347, 0.363, 0.319, 0.335, 0.386, -0.588, -0.312, -0.509, 0.273, 0.268, 0.049, 0.302, 0.255, 0.280], "e_tot_ha": -1600.28737, "smiles": "O=P(O)(O)c1ccc2nccnc2c1Cl.CCO", "e_homo_ev": -9.59, "gap_ev": 8.24}

{"formula": "C10H12ClNPRu", "method": "wB97M-V/def2-TZVPD", "symbols": ["C", "C", "C", "C", "C", "Ru", "P", "H", "H", "H", "H", "H", "H", "H", "H", "Cl", "C", "C", "C", "C", "N", "C", "H", "H", "H", "H"], "coordinates": [[-1.987, -0.796, -1.165], [-1.609, -1.946, -2.043], [-1.000, -1.474, -3.221], [-0.919, -0.049, -3.151], [-1.519, 0.429, -1.924], [-1.085, 0.271, 0.436], [-2.354, -0.427, 2.084], [-2.889, -0.770, -0.531], [-1.811, -2.967, -1.733], [-0.657, -2.092, -4.057], [-1.942, 1.434, -1.764], [-0.462, 0.622, -3.871], [-1.613, -1.112, 3.101], [-3.250, -1.474, 1.699], [-3.217, 0.408, 2.861], [2.922, 1.286, 4.078], [2.547, 1.068, 2.422], [3.529, 1.120, 1.433], [3.161, 0.904, 0.106], [1.816, 0.678, -0.196], [0.884, 0.689, 0.774], [1.211, 0.824, 2.073], [4.553, 1.313, 1.728], [3.875, 0.891, -0.712], [1.433, 0.459, -1.197], [0.384, 0.712, 2.772]], "mulliken_charge": [0.233, -0.786, -0.477, -0.627, -0.695, 0.582, -0.244, 0.579, 0.422, 0.428, 0.567, 0.466, 0.151, 0.158, 0.146, -0.163, -0.010, -0.117, -0.699, 0.032, -0.529, -0.037, 0.457, 0.389, 0.392, 0.383], "s_squared": 6.05, "charge": 1, "e_tot_ha": -1339.02729, "e_homo_ev": [-11.06, -11.69], "gap_ev": [7.44, 6.55], "spin_multiplicity": 5, "e_above_lowest_ev": 0.000}

{"formula": "C10H12F6IN3O5RuS2", "method": "wB97M-V/def2-TZVPD", "symbols": ["Ru", "F", "C", "F", "F", "S", "O", "O", "N", "S", "O", "O", "C", "F", "F", "F", "N", "C", "O", "C", "I", "H", "H", "H", "H", "C", "C", "C", "C", "C", "C", "N", "H", "H", "H", "H", "H", "H", "H", "H"], "coordinates": [[0.099, -0.662, -0.608], [0.486, 0.709, 4.495], [0.998, -0.320, 3.869], [0.344, -1.422, 4.175], [2.270, -0.454, 4.161], [0.804, -0.125, 1.988], [1.529, -1.226, 1.399], [-0.614, -0.196, 1.666], [1.414, 1.257, 1.523], [0.626, 2.177, 0.518], [1.361, 3.322, 0.152], [0.208, 1.397, -0.691], [-1.055, 2.619, 1.296], [-1.973, 1.889, 0.661], [-1.336, 3.890, 1.163], [-1.028, 2.281, 2.570], [3.158, 1.464, -1.606], [3.187, 0.223, -1.167], [2.192, -0.519, -1.096], [4.528, -0.342, -0.766], [4.207, -2.331, 0.005], [2.283, 1.902, -1.872], [3.981, 2.050, -1.642], [5.005, 0.256, 0.013], [5.197, -0.422, -1.628], [-1.091, -2.966, -0.232], [-2.182, -2.061, -0.659], [-3.587, -2.162, -0.778], [-4.007, -0.993, -1.394], [-2.848, -0.184, -1.632], [-2.719, 1.053, -2.386], [-1.775, -0.851, -1.137], [-1.227, -3.970, -0.647], [-1.061, -3.088, 0.860], [-0.077, -2.573, -0.616], [-4.194, -2.988, -0.457], [-5.012, -0.719, -1.660], [-3.530, 1.749, -2.160], [-2.825, 0.834, -3.459], [-1.738, 1.502, -2.219]], "mulliken_charge": [0.638, -0.151, 0.414, -0.177, -0.152, 1.484, -0.489, -0.558, -0.439, 1.175, -0.577, -0.486, 0.596, -0.139, -0.179, -0.177, -0.170, 0.560, -0.504, -1.152, 0.100, 0.226, 0.230, 0.472, 0.481, -0.815, 0.467, -0.842, -0.542, 0.556, -1.043, 0.006, 0.472, 0.278, 0.464, 0.539, 0.529, 0.377, 0.389, 0.141], "s_squared": 6.02, "charge": 2, "e_tot_ha": -2716.12071, "e_homo_ev": [-14.80, -14.78], "gap_ev": [5.10, 4.56], "spin_multiplicity": 5, "e_above_lowest_ev": 2.042}

{"formula": "C10H12FNO", "method": "wB97M-V/def2-TZVPD", "symbols": ["N", "C", "C", "C", "C", "C", "C", "F", "C", "O", "C", "C", "C", "H", "H", "H", "H", "H", "H", "H", "H", "H", "H", "H", "H"], "coordinates": [[-2.306, 1.130, -3.168], [-1.226, 0.575, -2.389], [-0.690, -0.791, -2.654], [0.499, -1.120, -1.771], [0.385, -0.657, -0.321], [1.160, -1.297, 0.631], [1.294, -0.628, 1.805], [2.037, -1.242, 2.734], [0.647, 0.579, 2.169], [1.048, 1.156, 3.348], [-0.268, 1.077, 1.230], [-0.476, 0.363, 0.006], [-1.676, 0.756, -0.955], [-1.979, 1.240, -4.132], [-3.143, 0.488, -3.135], [-0.328, 1.262, -2.518], [-1.581, -1.606, -2.524], [-0.335, -0.896, -3.685], [0.665, -2.206, -1.589], [1.453, -0.756, -2.206], [1.610, -2.268, 0.432], [0.442, 1.878, 3.634], [-0.871, 1.979, 1.398], [-2.427, -0.008, -0.780], [-1.973, 1.772, -0.596]], "mulliken_charge": [-0.610, 0.004, -0.748, -0.714, 0.738, -0.862, 0.533, -0.332, 0.295, -0.555, -0.800, 0.296, -0.908, 0.294, 0.271, 0.295, 0.169, 0.251, 0.377, 0.349, 0.399, 0.316, 0.247, 0.379, 0.313], "e_tot_ha": -618.08204, "smiles": "N[C@@H]1CCc2cc(F)c(O)cc2C1", "e_homo_ev": -8.20, "gap_ev": 8.97, "e_above_lowest_ev": 1.214}